No. 1
Formula: C4H8O3
Source: OMol25
Level of theory: the ωB97M-V functional and the def2-TZVPD basis

Cartesian coordinates (Å):
C  1.09  -1.76  -2.03
C  0.69  -0.76  -0.96
O  -0.18  0.07  -1.15
O  1.42  -0.75  0.19
H  0.58  -1.63  -3.00
H  2.10  -1.90  -2.31
H  0.74  -2.69  -1.74
H  0.96  -0.14  0.81
C  -1.36  0.47  1.99
C  -0.15  1.24  2.36
O  1.00  0.81  2.25
H  -2.18  1.05  1.52
H  -1.16  -0.56  1.50
H  -1.71  0.26  3.07
H  -0.18  2.11  2.95

Values from the calculation:
Energy (eV): -10419.616
SMILES string: CC(=O)O.CC=O
HOMO-LUMO gap (eV): 10.952
Max |F| (eV/Å): 2.738

=====

No. 2
Formula: C4H4N2O2
Source: OMol25
Level of theory: the ωB97M-V functional and the def2-TZVPD basis

Cartesian coordinates (Å):
C  0.19  0.26  -3.28
C  -0.57  0.13  -2.26
C  -1.45  0.29  -1.08
N  -1.10  0.48  0.12
O  0.22  0.15  0.58
C  0.10  -0.07  1.93
N  1.25  -0.79  2.16
O  -0.80  0.12  2.63
H  0.97  0.15  -4.11
H  -2.50  0.32  -1.14
H  1.69  -0.38  3.05
H  2.00  -0.66  1.40

Values from the calculation:
Energy (eV): -11283.372
SMILES string: C#C/C=N\OC(N)=O
HOMO-LUMO gap (eV): 10.171
Max |F| (eV/Å): 5.431

=====

No. 3
Formula: C34H34AuN2O4Se2Te2
Source: OMol25
Level of theory: the ωB97M-V functional and the def2-TZVPD basis

Cartesian coordinates (Å):
Au  -1.10  2.22  1.23
C  2.22  0.80  -3.91
C  1.73  -0.24  -2.90
C  2.07  -1.64  -3.38
O  0.32  -0.07  -2.71
C  0.06  0.55  -1.45
C  1.50  0.94  -1.01
O  2.31  -0.05  -1.63
C  1.85  1.35  0.44
O  0.95  2.37  0.73
C  1.92  0.25  1.51
C  1.53  0.57  2.81
C  1.66  -0.34  3.84
C  2.21  -1.59  3.60
C  2.62  -1.91  2.31
C  2.47  -1.00  1.28
C  3.26  1.98  0.43
C  4.38  1.29  -0.02
C  5.63  1.89  -0.01
C  5.79  3.19  0.45
C  4.68  3.88  0.92
C  3.43  3.28  0.91
C  -0.97  -0.28  -0.60
O  -1.15  0.23  0.68
C  -0.62  -1.77  -0.45
C  -0.46  -2.30  0.83
C  -0.21  -3.65  1.01
C  -0.10  -4.50  -0.09
C  -0.27  -3.98  -1.36
C  -0.55  -2.63  -1.54
C  -2.34  -0.17  -1.34
C  -2.83  1.08  -1.71
C  -4.12  1.26  -2.18
C  -4.97  0.16  -2.32
C  -4.50  -1.09  -1.97
C  -3.20  -1.25  -1.48
H  1.80  0.57  -4.89
H  3.31  0.79  -3.96
H  1.88  1.80  -3.63
H  1.48  -1.88  -4.27
H  1.85  -2.36  -2.60
H  3.13  -1.69  -3.62
H  -0.44  1.50  -1.63
H  1.67  1.88  -1.55
H  1.12  1.56  3.00
H  1.32  -0.07  4.83
H  2.31  -2.31  4.40
H  3.05  -2.88  2.12
H  2.77  -1.29  0.28
H  4.29  0.29  -0.40
H  6.49  1.34  -0.38
H  6.77  3.66  0.45
H  4.78  4.89  1.28
H  2.56  3.82  1.26
H  -0.54  -1.64  1.68
H  -0.10  -4.05  2.01
H  0.12  -5.55  0.04
H  -0.19  -4.63  -2.23
H  -0.73  -2.24  -2.53
H  -2.22  1.97  -1.60
H  -4.47  2.25  -2.43
H  -5.98  0.30  -2.67
H  -5.14  -1.96  -2.06
H  -2.88  -2.25  -1.21
Se  -0.23  4.45  2.15
Te  -0.91  5.78  0.24
Te  -3.41  4.67  -0.34
Se  -3.45  2.92  1.42
C  -3.41  -1.85  2.28
N  -4.17  -0.70  2.76
C  -5.21  -0.21  1.87
C  -3.47  0.19  3.47
N  -2.85  0.87  4.17
H  -4.11  -2.68  2.11
H  -2.68  -2.15  3.03
H  -2.89  -1.63  1.35
H  -5.80  -1.07  1.55
H  -4.80  0.27  0.98
H  -5.84  0.50  2.39

Values from the calculation:
Energy (eV): -195952.941
HOMO-LUMO gap (alpha / beta) (eV): 5.574 / 5.576
Net charge: -1
Max |F| (eV/Å): 2.193

=====

No. 4
Formula: C3H9BO3
Source: OMol25
Level of theory: the ωB97M-V functional and the def2-TZVPD basis

Cartesian coordinates (Å):
B  0.19  0.35  -0.17
C  -1.38  -1.42  -0.12
C  0.98  1.12  -2.42
C  0.19  0.53  2.26
O  0.98  -0.40  2.84
O  -0.63  -0.48  -0.83
O  0.89  1.14  -0.94
H  -0.78  -2.26  -0.08
H  -2.34  -1.48  -0.60
H  -1.53  -1.07  0.88
H  1.45  0.23  -2.60
H  1.68  1.85  -2.81
H  -0.04  1.23  -2.75
H  0.54  1.51  2.53
H  -0.98  0.38  2.30
H  0.79  -1.23  2.52

Values from the calculation:
Energy (eV): -10073.802
HOMO-LUMO gap (eV): 8.300
Max |F| (eV/Å): 5.102